[1]
A 2-piece molecular cluster, C10H16 overall at a distorted geometry. Source: OMol25; level of theory: the ωB97M-V functional and the def2-TZVPD basis.

The calculation puts the LUMO energy at 0.881 eV. Its gap between HOMO and LUMO is 9.585 eV. For the HOMO energy, the calculation gives -8.704 eV. Its structure (SMILES) is Cc1ccccc1.CCC. As for the total energy: -390.54154 Eh.

```
! RIJCOSX wB97M-V def2-TZVPD def2/J DEFGRID3
* xyz 0 1
C -1.815 1.126 2.213
C -2.946 0.355 2.882
C -0.737 1.366 3.348
H -1.192 0.840 1.341
H -2.325 2.099 1.876
H -2.596 -0.711 3.143
H -3.828 0.071 2.339
H -0.099 2.238 3.194
H -1.433 1.632 4.175
H -3.193 0.853 3.748
H -0.191 0.449 3.701
C 0.135 -2.217 -2.788
C 1.855 -1.276 -1.481
C 0.497 -1.221 -1.841
C 2.455 -0.227 -0.729
C 1.587 0.755 -0.325
C -0.109 0.057 -1.816
C 0.328 0.991 -0.923
H 2.453 -2.030 -1.856
H 3.574 -0.075 -0.580
H 0.352 -3.236 -2.517
H 0.874 -1.963 -3.555
H 2.090 1.635 0.134
H -1.066 0.215 -2.331
H -0.060 1.873 -0.802
H -0.863 -2.148 -3.257
*
```

Formally, the Löwdin partial charges of the atoms, in units of the elementary charge, are as follows: C -0.30; C -0.15; C -0.13; H 0.07; H 0.12; H 0.10; H 0.06; H 0.06; H 0.05; H 0.03; H 0.08; C -0.09; C -0.05; C -0.30; C -0.08; C -0.11; C -0.04; C -0.09; H 0.08; H 0.13; H 0.08; H 0.10; H 0.11; H 0.12; H 0.05; H 0.10

[2]
A 6-piece molecular cluster, C27H51BrO7 overall. Source: OMol25; level of theory: the ωB97M-V functional and the def2-TZVPD basis.

The calculation puts the LUMO energy at 0.594 eV. Its gap between HOMO and LUMO is 9.751 eV. For the HOMO energy, the calculation gives -9.157 eV. Its structure (SMILES) is C[C@H](Br)C[C@H]1COC(=O)C1.C1CCOC1.C1CCOC1.C1CCOC1.C1CCOC1.C1CCOC1. As for the total energy: -4160.00563 Eh.

```
! RIJCOSX wB97M-V def2-TZVPD def2/J DEFGRID3
* xyz 0 1
C 1.671 2.614 1.383
C 1.050 4.012 1.422
Br 1.407 4.897 3.148
C -0.451 4.066 1.148
C -1.299 3.167 2.042
C -2.334 3.817 2.965
O -3.148 2.697 3.407
C -2.918 1.624 2.597
O -3.217 0.514 2.929
C -2.220 2.139 1.364
H 2.175 2.473 0.420
H 2.414 2.475 2.172
H 0.928 1.819 1.490
H 1.558 4.631 0.685
H -0.581 3.795 0.091
H -0.783 5.106 1.243
H -0.674 2.591 2.743
H -2.991 4.523 2.438
H -1.875 4.273 3.844
H -1.746 1.402 0.719
H -2.996 2.706 0.826
C -2.326 -2.801 0.157
C -2.137 -2.788 -1.359
C -2.173 -1.295 -1.660
O -1.628 -0.644 -0.512
C -1.528 -1.576 0.578
H -1.968 -3.711 0.635
H -3.381 -2.670 0.407
H -1.161 -3.204 -1.620
H -2.901 -3.342 -1.902
H -3.200 -0.947 -1.815
H -1.580 -1.019 -2.534
H -0.475 -1.831 0.731
H -1.914 -1.104 1.481
C -7.055 3.328 3.161
C -8.311 3.849 2.466
C -7.721 4.522 1.233
O -6.543 3.786 0.900
C -6.208 2.899 1.973
H -7.242 2.511 3.856
H -6.561 4.135 3.708
H -8.952 3.015 2.172
H -8.899 4.533 3.076
H -7.445 5.561 1.444
H -8.395 4.513 0.375
H -6.443 1.872 1.671
H -5.142 2.953 2.171
C 3.357 4.569 -3.670
C 4.167 5.303 -2.603
C 3.162 5.390 -1.462
O 2.339 4.224 -1.569
C 2.565 3.580 -2.826
H 3.971 4.078 -4.424
H 2.683 5.262 -4.176
H 5.030 4.704 -2.304
H 4.525 6.282 -2.920
H 2.532 6.280 -1.554
H 3.633 5.399 -0.477
H 3.132 2.658 -2.657
H 1.601 3.318 -3.262
C 3.256 -3.465 -0.415
C 3.640 -4.137 0.900
C 2.463 -3.762 1.790
O 1.325 -3.673 0.928
C 1.748 -3.677 -0.436
H 3.755 -3.896 -1.281
H 3.489 -2.399 -0.379
H 3.692 -5.220 0.766
H 4.595 -3.799 1.300
H 2.621 -2.791 2.272
H 2.256 -4.501 2.565
H 1.490 -4.643 -0.885
H 1.211 -2.892 -0.972
C 3.765 -7.798 -3.163
C 4.851 -8.571 -2.415
C 5.813 -7.453 -2.033
O 5.011 -6.285 -1.845
C 3.694 -6.513 -2.350
H 2.810 -8.318 -3.209
H 4.089 -7.584 -4.183
H 4.434 -9.036 -1.519
H 5.326 -9.347 -3.013
H 6.538 -7.263 -2.831
H 6.359 -7.654 -1.111
H 3.004 -6.614 -1.504
H 3.390 -5.646 -2.940
*
```

Formally, the Löwdin partial charges of the atoms, in units of the elementary charge, are as follows: C -0.12; C -0.71; Br 0.66; C -0.21; C -0.31; C -0.11; O -0.01; C -0.50; O 0.13; C -0.03; H 0.07; H 0.06; H 0.07; H 0.05; H 0.13; H 0.11; H 0.14; H 0.13; H 0.12; H 0.11; H 0.14; C -0.15; C -0.17; C -0.21; O -0.16; C -0.19; H 0.11; H 0.12; H 0.10; H 0.11; H 0.12; H 0.11; H 0.10; H 0.10; C -0.16; C -0.17; C -0.21; O -0.14; C -0.19; H 0.11; H 0.12; H 0.11; H 0.11; H 0.12; H 0.11; H 0.13; H 0.09; C -0.17; C -0.17; C -0.20; O -0.17; C -0.20; H 0.11; H 0.11; H 0.11; H 0.11; H 0.12; H 0.12; H 0.12; H 0.12; C -0.16; C -0.16; C -0.20; O -0.15; C -0.21; H 0.09; H 0.12; H 0.11; H 0.11; H 0.12; H 0.12; H 0.11; H 0.11; C -0.17; C -0.17; C -0.20; O -0.15; C -0.22; H 0.11; H 0.11; H 0.11; H 0.11; H 0.12; H 0.12; H 0.11; H 0.12

[3]
C5H17CaO14PS2 as an isolated structure at a distorted geometry. Source: OMol25; level of theory: the ωB97M-V functional and the def2-TZVPD basis.

The calculation puts the LUMO energy at 3.167 eV. Its gap between HOMO and LUMO is 3.478 eV. For the HOMO energy, the calculation gives -0.311 eV. As for the total energy: -3069.38890 Eh.

```
! RIJCOSX wB97M-V def2-TZVPD def2/J DEFGRID3
* xyz -2 1
Ca 1.450 -0.786 -1.533
S 3.129 -3.464 1.008
O 3.331 -3.379 -0.454
O 2.262 -2.355 1.144
O 2.540 -4.713 1.344
O 4.424 -3.241 1.683
S 4.923 0.287 -3.005
O 4.052 0.937 -1.972
O 3.981 -0.614 -3.666
O 5.542 1.245 -3.879
O 5.876 -0.520 -2.345
C -1.822 0.811 -4.601
O -0.432 0.611 -4.240
H -1.996 0.341 -5.569
H -2.430 0.262 -3.881
H -2.144 1.848 -4.700
H -0.045 0.514 -5.113
C -2.253 -3.329 -1.392
O -1.127 -3.110 -2.247
H -3.013 -3.498 -2.155
H -2.139 -4.323 -0.960
H -2.418 -2.525 -0.675
H -1.256 -3.643 -3.035
C -3.196 3.734 2.804
O -2.525 2.879 1.878
P -1.328 1.837 2.244
O -0.789 1.152 1.034
O -0.368 2.695 3.217
C 1.050 2.558 3.232
O -2.004 0.811 3.359
C -1.418 -0.399 3.404
H -4.268 3.537 2.792
H -3.076 4.761 2.458
H -2.818 3.715 3.826
H 1.543 3.503 3.458
H 1.387 2.159 2.275
H 1.216 1.935 4.111
H -0.442 -0.351 3.887
H -1.375 -0.723 2.364
H -2.021 -1.157 3.903
*
```

Formally, the Löwdin partial charges of the atoms, in units of the elementary charge, are as follows: Ca 1.54; S 0.03; O -0.49; O -0.50; O -0.43; O -0.44; S 0.05; O -0.53; O -0.50; O -0.43; O -0.38; C -0.14; O -0.13; H 0.07; H 0.07; H 0.07; H 0.08; C -0.13; O -0.15; H 0.07; H 0.08; H 0.08; H 0.07; C -0.11; O -0.22; P 0.51; O -0.25; O -0.24; C -0.07; O -0.23; C -0.18; H 0.08; H 0.08; H 0.09; H 0.09; H 0.10; H 0.09; H 0.10; H 0.08; H 0.09

[4]
An isolated ion of composition C6H9N2O2S and charge -1 at a distorted geometry. Source: OMol25; level of theory: the ωB97M-V functional and the def2-TZVPD basis.

The calculation puts the LUMO energy at 3.390 eV. Its gap between HOMO and LUMO is 7.056 eV. For the HOMO energy, the calculation gives -3.667 eV. As for the total energy: -892.10183 Eh.

```
! RIJCOSX wB97M-V def2-TZVPD def2/J DEFGRID3
* xyz -1 1
C 0.010 -0.497 -0.619
C -0.943 -1.368 -0.355
C -0.171 0.932 -0.303
C 2.186 1.428 -0.099
C -1.733 -2.390 -0.300
C -1.534 1.343 0.099
N 0.772 1.743 -0.066
N 2.496 0.077 -0.319
O 3.806 -1.434 0.955
O 4.934 0.682 -0.091
S 4.004 -0.401 -0.459
H 1.042 -0.773 -0.930
H 2.529 2.028 -0.921
H 2.441 1.693 0.916
H -2.251 -2.885 -1.090
H 2.788 -1.428 1.029
H -2.088 -2.788 0.608
H -2.049 0.458 0.477
H -2.097 1.620 -0.714
H -1.332 1.982 0.910
*
```

Formally, the Löwdin partial charges of the atoms, in units of the elementary charge, are as follows: C -0.05; C -0.11; C -0.38; C -0.38; C -0.03; C -0.05; N 0.07; N -0.42; O -0.43; O -0.54; S 0.74; H 0.08; H 0.10; H 0.11; H 0.04; H 0.04; H 0.03; H 0.06; H 0.05; H 0.07